Computed, not measured: a gas-phase ion, C5H9N3 (charge +2) in a non-equilibrium geometry, with ωB97M-V with the def2-TZVPD basis set.

Element x y z (Å)
1 C -1.37751 0.86361 -0.48990
2 C -0.31218 1.59535 -0.92840
3 C -1.26585 -0.24168 0.35985
4 C 1.08929 -0.37958 -0.00032
5 C 1.06739 1.17359 -0.98642
6 N -0.02910 -0.81810 0.57550
7 N -2.18393 -0.93692 1.00804
8 N 2.23387 -0.95583 0.22596
9 H -2.43539 1.14007 -0.56014
10 H -0.62892 2.52822 -1.55000
11 H 1.49345 0.80351 -1.87455
12 H 2.00137 1.63416 -0.47189
13 H -0.04942 -1.59365 1.28206
14 H -3.14591 -0.59077 1.03793
15 H -2.00385 -1.69914 1.66231
16 H 3.13138 -0.86612 -0.20548
17 H 2.41531 -1.65672 0.91544

Maximum force = 0.1283 hartree/bohr
Total charge = +2
Spin multiplicity = 1
HOMO = -0.714 Eh
Energy relative to the best compared isomer or geometry (same formula, charge and spin) = 0.000 eV
Lowest unoccupied orbital energy = -0.361 Eh
SMILES = [NH2+]=C1C=CCC(=[NH2+])N1